No. 1
Formula: C9H12N2O2Si
Source: OMol25
Level of theory: the ωB97M-V functional and the def2-TZVPD basis

Each line ends with the Mulliken charge.
Positions of all 26 atoms, in Å:
C (-3.81, 0.02, -0.59)  -0.2839
C (-3.40, -0.59, 0.57)  -0.6344
C (-2.89, 0.53, -1.45)  -0.5723
C (-2.00, -0.62, 0.96)  -0.2359
C (-1.56, 0.47, -1.11)  0.1490
C (-1.07, -0.06, 0.06)  -0.1085
C (1.73, -1.28, -0.57)  0.6167
C (2.28, 2.16, -0.48)  0.2056
C (1.29, 0.03, 2.36)  -1.1773
N (0.99, -2.33, -1.11)  -0.4632
N (3.45, 1.54, -0.82)  -0.4452
O (2.95, -1.32, -0.65)  -0.7097
O (2.08, 3.35, -0.29)  -0.4817
Si (0.78, -0.01, 0.51)  0.2139
H (-4.86, 0.10, -0.84)  0.3741
H (-3.97, -0.83, 1.41)  0.3518
H (-3.13, 1.24, -2.26)  0.3155
H (-1.73, -0.92, 2.02)  0.2521
H (-0.93, 0.83, -1.87)  0.3937
H (1.63, -0.97, 2.71)  0.4093
H (2.22, 0.62, 2.55)  0.3466
H (0.62, 0.40, 3.19)  0.3651
H (1.53, -2.88, -1.68)  0.2434
H (0.10, -2.10, -1.37)  0.2443
H (4.25, 2.17, -0.49)  0.2325
H (3.44, 0.45, -0.77)  0.3988

E_HOMO (alpha / beta)	-0.2749 / -0.2750	hartree
spin multiplicity	1
M	208.293	Da

---

No. 2
Formula: C31H34Cl2GeN7NaO8
Source: OMol25
Level of theory: the ωB97M-V functional and the def2-TZVPD basis

Each line ends with the Mulliken charge.
Positions of all 84 atoms, in Å:
Na (-0.99, -2.02, -0.45)  0.7149
O (0.62, -5.66, -1.76)  -0.5634
C (0.07, -4.43, -1.71)  0.5094
O (0.61, -3.49, -1.21)  -0.3937
C (-1.29, -4.43, -2.37)  -0.5284
O (-1.90, -3.19, -2.17)  -0.0994
C (-3.31, -3.16, -2.42)  -0.4083
C (-4.08, -2.24, -1.44)  0.1949
O (-5.27, -2.08, -1.78)  -0.8206
O (-3.47, -1.82, -0.43)  -0.4930
H (1.45, -5.60, -1.27)  0.4076
H (-1.87, -5.25, -1.92)  0.4301
H (-1.14, -4.67, -3.43)  0.3253
H (-3.72, -4.17, -2.30)  0.3211
H (-3.49, -2.83, -3.44)  0.2621
N (-1.72, -0.40, 1.25)  -0.0340
N (-2.37, -0.96, 2.36)  -0.3193
C (-2.30, -2.29, 2.58)  0.1510
N (-2.94, -2.72, 3.69)  -0.4368
N (-1.67, -3.02, 1.69)  0.2208
N (-1.52, -4.35, 1.89)  0.8949
O (-1.14, -4.98, 0.92)  -0.6743
O (-1.74, -4.89, 2.98)  -0.8290
H (-1.40, 0.52, 1.50)  0.0264
H (-2.35, -0.35, 0.44)  0.2629
H (-3.23, -0.52, 2.68)  0.2375
H (-3.08, -2.04, 4.41)  0.2052
H (-2.73, -3.67, 3.96)  0.2671
Cl (3.08, -1.27, -2.55)  -0.1977
C (3.40, -0.38, -1.03)  -0.2366
Cl (2.03, -0.40, 0.07)  -0.0224
H (3.62, 0.64, -1.31)  -0.0498
H (4.24, -0.86, -0.55)  0.4540
N (4.44, -1.58, 6.27)  -0.5503
C (4.70, -2.31, 5.07)  0.2819
O (5.88, -2.65, 4.84)  -0.7820
C (3.59, -2.57, 4.22)  0.9028
C (2.25, -2.13, 4.48)  -1.1466
C (1.23, -2.50, 3.64)  0.1246
N (1.36, -3.27, 2.54)  -0.1002
C (2.63, -3.65, 2.27)  -0.2788
C (3.73, -3.35, 3.03)  -0.8628
H (5.21, -1.76, 6.91)  0.2608
H (3.56, -1.84, 6.70)  0.2014
H (2.02, -1.48, 5.31)  0.2204
H (0.22, -2.14, 3.85)  0.1078
H (2.76, -4.24, 1.36)  0.2914
H (4.71, -3.70, 2.74)  0.3507
C (-1.11, 0.45, -1.71)  -1.1769
Ge (-0.57, 2.28, -1.71)  2.1785
C (-0.82, 3.14, 0.07)  -0.2117
C (-0.14, 2.64, 1.18)  -0.6294
C (-0.33, 3.18, 2.45)  -0.5232
C (-1.22, 4.23, 2.63)  -0.4687
C (-1.90, 4.74, 1.54)  -0.5371
C (-1.70, 4.20, 0.27)  -0.1457
C (-1.51, 3.53, -2.95)  -0.5007
C (-2.80, 3.22, -3.38)  -0.5396
C (-3.51, 4.07, -4.21)  -0.5084
C (-2.94, 5.26, -4.64)  -0.3692
C (-1.65, 5.59, -4.22)  -0.6011
C (-0.95, 4.74, -3.38)  -0.1194
C (1.34, 2.62, -2.12)  -0.1039
C (1.87, 2.10, -3.30)  -0.3428
C (3.19, 2.32, -3.67)  -0.5359
C (4.02, 3.07, -2.85)  -0.4293
C (3.52, 3.59, -1.66)  -0.6943
C (2.20, 3.37, -1.31)  0.0057
H (-1.72, 0.28, -2.61)  0.1629
H (0.57, 1.83, 1.06)  0.4869
H (0.22, 2.77, 3.29)  0.4601
H (-1.38, 4.65, 3.62)  0.3477
H (-2.60, 5.56, 1.66)  0.3623
H (-2.25, 4.61, -0.57)  0.2963
H (-3.24, 2.28, -3.06)  0.3485
H (-4.51, 3.80, -4.53)  0.3790
H (-3.49, 5.93, -5.29)  0.3382
H (-1.20, 6.52, -4.55)  0.3655
H (0.05, 5.00, -3.07)  0.3149
H (1.23, 1.49, -3.94)  0.3387
H (3.57, 1.89, -4.59)  0.3456
H (5.06, 3.24, -3.12)  0.3275
H (4.17, 4.17, -1.01)  0.3706
H (1.82, 3.79, -0.38)  0.2085

E_HOMO (alpha / beta)	-0.0728 / 0.0109	hartree
spin multiplicity	1
charge	-2
M	799.160	Da

---

No. 3
Formula: C50H140N10O15
Source: OMol25
Level of theory: the ωB97M-V functional and the def2-TZVPD basis

Each line ends with the Mulliken charge.
Positions of all 215 atoms, in Å:
C (-4.91, 2.33, 3.74)  -1.2759
C (-4.13, 2.56, 5.07)  0.2152
C (-2.62, 2.01, 5.03)  0.9340
O (-2.10, 1.73, 6.34)  -0.4597
C (-0.69, 1.70, 6.37)  -0.5793
N (-4.12, 4.01, 5.16)  -0.8497
H (-5.26, 1.30, 3.70)  0.3516
H (-4.55, 2.62, 2.76)  0.1099
H (-5.82, 2.94, 3.79)  0.5142
H (-4.57, 2.07, 5.93)  0.3963
H (-2.02, 2.63, 4.36)  -0.3755
H (-2.61, 1.07, 4.47)  -0.5105
H (-0.14, 2.50, 6.86)  0.2939
H (-0.23, 1.36, 5.44)  0.1444
H (-0.59, 0.92, 7.12)  0.2843
H (-3.62, 4.23, 4.31)  0.2835
H (-3.41, 4.13, 5.86)  0.3950
C (0.48, 0.59, -5.04)  -0.6270
C (1.47, 1.70, -5.45)  0.2256
C (1.98, 2.33, -4.09)  0.0018
O (2.85, 3.44, -4.34)  -0.4058
C (2.47, 4.36, -5.33)  -0.7862
N (2.50, 0.96, -6.18)  -0.6642
H (-0.38, 1.02, -4.52)  0.1147
H (1.01, -0.21, -4.52)  -0.1161
H (0.24, 0.14, -6.00)  0.3928
H (0.93, 2.46, -6.01)  0.4350
H (2.53, 1.55, -3.56)  0.1495
H (1.17, 2.76, -3.51)  -0.1276
H (2.69, 3.98, -6.33)  0.2914
H (2.85, 5.38, -5.26)  0.3064
H (1.39, 4.47, -5.26)  0.2506
H (2.39, 0.99, -7.18)  0.2422
H (3.29, 1.57, -6.04)  0.2972
C (1.61, 1.31, 1.33)  -1.2533
C (0.28, 1.43, 0.56)  0.1539
C (-0.09, 0.40, -0.60)  -0.1270
O (-1.29, 0.85, -1.14)  1.1036
C (-1.84, -0.05, -2.10)  0.5637
N (-0.87, 1.67, 1.48)  0.0113
H (1.79, 0.23, 1.40)  0.5866
H (1.49, 1.68, 2.34)  0.1737
H (2.42, 1.73, 0.73)  -0.0223
H (0.32, 2.43, 0.12)  -0.2834
H (-0.09, -0.63, -0.24)  -0.1220
H (0.56, 0.61, -1.45)  -0.2346
H (-2.79, 0.39, -2.39)  0.0366
H (-2.07, -0.96, -1.54)  0.1206
H (-1.22, -0.30, -2.96)  -0.6812
H (-1.14, 0.78, 1.89)  0.1930
H (-1.60, 2.03, 0.88)  0.1929
C (-1.76, -4.84, 6.76)  -1.4832
C (-1.33, -5.02, 5.31)  1.1360
C (0.05, -4.48, 5.05)  -0.8042
O (0.14, -3.07, 4.72)  -0.1449
C (1.21, -2.60, 3.91)  -0.3112
N (-1.39, -6.49, 5.06)  -0.7530
H (-1.28, -5.58, 7.40)  0.4608
H (-2.81, -5.13, 6.65)  0.3598
H (-1.61, -3.85, 7.17)  0.3299
H (-1.99, -4.52, 4.60)  -0.2365
H (0.47, -4.99, 4.19)  0.2548
H (0.76, -4.73, 5.84)  0.2272
H (0.96, -1.61, 3.54)  0.0321
H (1.41, -3.21, 3.03)  0.0481
H (2.07, -2.23, 4.48)  0.3637
H (-0.62, -6.86, 5.58)  0.2943
H (-1.18, -6.57, 4.07)  0.2748
C (-6.98, 0.00, -2.68)  -1.2341
C (-7.30, 1.45, -2.30)  0.5120
C (-6.54, 2.08, -1.10)  -0.8178
O (-5.23, 2.33, -1.50)  -0.1430
C (-4.21, 2.47, -0.47)  0.0552
N (-7.01, 2.19, -3.53)  -0.8886
H (-6.03, -0.22, -2.20)  0.0445
H (-7.07, -0.30, -3.73)  0.4404
H (-7.66, -0.68, -2.17)  0.4124
H (-8.37, 1.38, -2.10)  0.4255
H (-6.54, 1.37, -0.27)  0.3796
H (-7.08, 2.99, -0.83)  0.4041
H (-3.21, 2.48, -0.90)  -0.6386
H (-4.20, 1.60, 0.19)  -0.0115
H (-4.34, 3.33, 0.18)  0.4847
H (-7.26, 3.17, -3.50)  0.2730
H (-6.00, 2.28, -3.59)  0.3033
C (5.48, -4.91, -1.85)  -1.4974
C (4.35, -4.69, -2.86)  1.6120
C (4.00, -3.20, -3.17)  -0.8256
O (3.70, -2.48, -2.02)  -0.5447
C (2.82, -1.35, -2.19)  -0.4663
N (4.89, -5.31, -4.07)  -0.8402
H (5.07, -4.50, -0.93)  0.2753
H (6.43, -4.39, -1.93)  0.4075
H (5.61, -5.96, -1.59)  0.3414
H (3.38, -5.06, -2.53)  -0.5668
H (3.11, -3.27, -3.80)  0.2668
H (4.77, -2.68, -3.73)  0.3289
H (3.19, -0.72, -3.00)  0.5326
H (2.77, -0.86, -1.22)  0.2204
H (1.78, -1.59, -2.39)  0.0743
H (5.84, -5.02, -4.23)  0.3221
H (4.94, -6.28, -3.79)  0.3330
C (9.19, 2.97, 3.69)  -1.3583
C (7.76, 3.20, 4.21)  0.4863
C (6.81, 2.10, 3.67)  -0.5780
O (5.50, 2.33, 4.29)  -0.3212
C (4.43, 1.51, 3.73)  -0.4888
N (7.93, 3.08, 5.68)  -0.7267
H (9.62, 2.01, 4.00)  0.3947
H (10.02, 3.55, 4.08)  0.3586
H (9.17, 2.81, 2.61)  0.2809
H (7.32, 4.07, 3.72)  0.2101
H (7.11, 1.15, 4.12)  0.4018
H (6.83, 2.28, 2.60)  0.2090
H (4.16, 1.71, 2.69)  -0.0255
H (3.52, 1.69, 4.29)  0.3328
H (4.44, 0.43, 3.84)  0.3523
H (7.07, 3.21, 6.19)  0.2506
H (8.39, 3.93, 5.97)  0.2697
C (1.60, 7.42, -1.79)  -1.3105
C (0.70, 7.22, -3.09)  1.0159
C (-0.61, 6.35, -2.79)  -0.8489
O (-0.13, 5.12, -2.11)  -0.0368
C (-1.08, 4.10, -1.80)  -0.9954
N (0.43, 8.51, -3.52)  -0.6755
H (1.90, 6.46, -1.36)  0.1959
H (1.02, 7.94, -1.03)  0.3408
H (2.51, 8.02, -1.85)  0.4571
H (1.19, 6.55, -3.79)  -0.4355
H (-0.98, 6.17, -3.80)  0.3806
H (-1.39, 6.88, -2.25)  0.4118
H (-2.03, 4.08, -2.33)  0.5148
H (-1.42, 4.27, -0.78)  0.4020
H (-0.62, 3.11, -1.83)  -0.0829
H (-0.26, 8.95, -2.92)  0.3006
H (1.36, 8.91, -3.50)  0.3241
C (-2.77, -2.08, 1.50)  -1.7909
C (-2.92, -1.08, 2.61)  1.6051
C (-3.62, -1.59, 3.81)  0.2347
O (-4.94, -2.09, 3.61)  -0.3480
C (-5.58, -3.01, 4.49)  -0.7095
N (-1.50, -0.80, 2.85)  -0.1646
H (-3.76, -2.37, 1.13)  0.6256
H (-2.34, -3.00, 1.90)  0.1834
H (-2.26, -1.69, 0.62)  -0.1431
H (-3.26, -0.10, 2.26)  -0.0884
H (-3.62, -0.81, 4.57)  0.3919
H (-3.06, -2.45, 4.18)  -0.5458
H (-6.26, -2.47, 5.15)  0.2978
H (-4.85, -3.41, 5.19)  0.2095
H (-5.97, -3.84, 3.90)  0.2781
H (-1.12, -1.70, 3.08)  -0.2131
H (-1.54, -0.36, 3.76)  0.0283
C (0.74, -3.93, 0.15)  -0.0285
C (1.02, -5.23, -0.62)  0.6627
C (2.31, -5.98, -0.17)  -1.1039
O (2.46, -7.15, -1.03)  -0.3737
C (3.55, -8.04, -0.68)  -0.7524
N (-0.13, -6.03, -0.41)  -0.5546
H (-0.32, -3.67, 0.17)  -0.0162
H (1.29, -3.15, -0.38)  -0.1309
H (1.13, -4.08, 1.15)  -0.3893
H (1.05, -4.89, -1.66)  0.1842
H (2.17, -6.28, 0.87)  0.8162
H (3.19, -5.33, -0.18)  0.2854
H (3.90, -7.81, 0.33)  0.3688
H (4.42, -7.88, -1.31)  0.1595
H (3.24, -9.08, -0.80)  0.2791
H (0.00, -6.85, 0.17)  0.2735
H (-0.50, -6.37, -1.28)  0.2138
C (5.18, 3.08, 0.20)  -0.5905
C (5.65, 4.46, 0.68)  -0.1967
O (7.03, 4.41, 0.94)  -0.5057
H (4.19, 2.98, -0.25)  0.0558
H (5.24, 2.35, 1.00)  -0.0608
H (5.89, 2.82, -0.58)  0.4669
H (5.16, 4.76, 1.60)  0.1365
H (5.36, 5.25, -0.01)  0.3228
H (7.52, 4.05, 0.20)  0.3204
C (-3.17, -0.45, -5.97)  -0.8108
C (-4.67, -0.34, -5.48)  0.2868
O (-5.13, 1.04, -5.48)  -0.6407
H (-2.87, -1.50, -5.88)  0.0918
H (-2.57, 0.30, -5.45)  0.1230
H (-3.04, -0.22, -7.02)  0.5060
H (-4.94, -0.81, -4.53)  -0.2813
H (-5.29, -0.96, -6.12)  0.3953
H (-5.92, 0.96, -4.93)  0.2790
C (-4.61, -2.93, -2.29)  -0.3714
C (-4.22, -4.32, -1.85)  -0.2054
O (-4.63, -5.00, -3.03)  -0.5735
H (-4.00, -2.44, -3.04)  -0.1740
H (-4.47, -2.29, -1.42)  0.1172
H (-5.64, -2.83, -2.63)  0.4249
H (-4.63, -4.77, -0.95)  0.3869
H (-3.15, -4.19, -1.71)  0.0469
H (-4.16, -5.84, -3.13)  0.3092
C (-0.59, -5.25, -4.89)  -1.4515
C (-1.31, -3.96, -4.93)  -0.0072
O (-0.88, -3.12, -3.84)  0.1670
H (0.50, -5.18, -4.96)  0.3129
H (-0.91, -5.97, -5.65)  0.4070
H (-0.73, -5.78, -3.95)  0.2008
H (-2.38, -4.01, -4.73)  0.3237
H (-1.06, -3.51, -5.89)  0.2887
H (-1.28, -2.25, -3.94)  -0.2381
C (0.51, 4.42, 3.46)  -0.7795
C (1.08, 4.67, 2.00)  1.0512
O (1.65, 5.98, 2.15)  -0.6350
H (-0.35, 5.08, 3.57)  0.3659
H (1.18, 4.55, 4.31)  0.4927
H (-0.01, 3.46, 3.47)  -0.1727
H (0.29, 4.62, 1.25)  -0.2886
H (1.89, 4.03, 1.64)  -0.2557
H (2.43, 6.05, 2.71)  0.3218

E_HOMO	-0.3262	hartree
spin multiplicity	1
ΔE to the lowest compared entry with this formula, charge and spin	189.1	kcal per mole
M	1121.725	Da

---

No. 4
Formula: C5H6O2
Source: OMol25
Level of theory: the ωB97M-V functional and the def2-TZVPD basis

Each line ends with the Mulliken charge.
Positions of all 13 atoms, in Å:
C (-1.08, 2.53, 0.93)  0.3001
C (-0.16, 1.79, 0.98)  -0.9955
C (0.92, 0.53, 1.06)  0.2641
O (0.30, -0.63, 1.35)  -0.3976
C (-0.31, -1.05, 0.11)  -0.4465
C (0.68, -0.70, -0.90)  -0.3025
O (1.41, 0.39, -0.28)  -0.3976
H (-1.66, 3.31, 1.12)  0.5398
H (1.80, 0.96, 1.64)  0.2957
H (-1.29, -0.63, -0.11)  0.2942
H (-0.30, -2.17, 0.19)  0.3153
H (1.27, -1.56, -1.13)  0.2818
H (0.23, -0.25, -1.76)  0.2488

E_HOMO	-0.3688	hartree
spin multiplicity	1
ΔE to the lowest compared entry with this formula, charge and spin	88.5	kcal per mole
M	98.101	Da

---

- Which of these has the lowest M?
  C5H6O2